[1]
C5H8O2 as an isolated structure, computed with ωB97M-V with the def2-TZVPD basis set.

The geometry in XYZ format:
```
15
C5H8O2 | OMol25 | ωB97M-V with the def2-TZVPD basis set
C -0.976 1.167 -0.567
C -0.104 0.111 0.076
C -0.877 -0.966 0.811
C 1.079 -0.414 -0.753
C 1.898 0.065 0.431
O 3.020 -0.030 0.825
O 0.853 0.701 1.032
H -0.366 1.967 -0.996
H -1.569 0.716 -1.371
H -1.668 1.604 0.160
H -1.523 -1.531 0.131
H -0.185 -1.666 1.293
H -1.498 -0.513 1.592
H 1.121 -1.477 -0.992
H 1.293 0.181 -1.644
```

Summary:
E_HOMO: -0.3832 Eh
energy above the lowest of the compared OMol25 structures with the same formula, charge and spin: 15.1 kJ/mol
charge: 0
total energy: -345.79919 Eh
F_max: 0.642 eV/Å


[2]
One molecule with the formula C5H8O2, computed with ωB97M-V with the def2-TZVPD basis set.

The geometry in XYZ format:
```
15
C5H8O2 | OMol25 | ωB97M-V with the def2-TZVPD basis set
C -0.558 -1.479 0.745
C -0.210 -0.302 -0.175
O -0.729 -0.642 -1.452
C -0.849 1.003 0.338
O -0.510 2.122 -0.445
C 1.253 -0.080 -0.265
C 2.425 0.186 -0.364
H -1.507 -1.307 1.263
H 0.220 -1.664 1.488
H -0.665 -2.365 0.116
H -0.273 -0.118 -2.118
H -0.581 1.143 1.398
H -1.935 0.887 0.266
H 0.444 2.256 -0.353
H 3.476 0.363 -0.442
```

Summary:
E_HOMO: -0.3727 Eh
energy above the lowest of the compared OMol25 structures with the same formula, charge and spin: 226.4 kJ/mol
charge: 0
total energy: -345.71872 Eh
SMILES: C#C[C@](C)(O)CO
F_max: 0.550 eV/Å


[3]
One molecule with the formula C5H8O2, computed with ωB97M-V with the def2-TZVPD basis set.

The geometry in XYZ format:
```
15
C5H8O2 | OMol25 | ωB97M-V with the def2-TZVPD basis set
C -0.575 -1.462 0.649
C -0.229 -0.218 -0.193
O -0.754 -0.341 -1.509
C -0.883 1.038 0.407
O -0.581 2.211 -0.294
C 1.234 -0.011 -0.263
C 2.418 0.193 -0.355
H -1.480 -1.296 1.244
H 0.228 -1.761 1.327
H -0.774 -2.284 -0.042
H -0.106 -0.809 -2.050
H -0.603 1.109 1.470
H -1.967 0.899 0.348
H 0.382 2.282 -0.347
H 3.470 0.358 -0.444
```

Summary:
E_HOMO: -0.3755 Eh
energy above the lowest of the compared OMol25 structures with the same formula, charge and spin: 236.5 kJ/mol
charge: 0
total energy: -345.71486 Eh
SMILES: C#C[C@](C)(O)CO
F_max: 0.560 eV/Å


[4]
One molecule with the formula C5H8O2 at a distorted geometry, computed with ωB97M-V with the def2-TZVPD basis set.

The geometry in XYZ format:
```
15
C5H8O2 | OMol25 | ωB97M-V with the def2-TZVPD basis set
C 2.000 0.124 -0.469
C 0.552 -0.208 -0.625
O 0.146 -0.346 -1.863
C -0.212 -0.744 0.546
C -1.183 0.304 1.088
C -1.865 0.777 -0.240
O -2.976 1.249 -0.200
H 2.606 -0.739 -0.783
H 2.290 0.966 -1.105
H 2.251 0.346 0.571
H -0.844 -0.147 -1.739
H -0.794 -1.603 0.181
H 0.503 -1.095 1.301
H -1.841 -0.069 1.886
H -0.632 1.184 1.451
```

Summary:
E_HOMO (alpha / beta): -0.3138 / -0.2401 Eh
energy above the lowest of the compared OMol25 structures with the same formula, charge and spin: 381.4 kJ/mol
charge: 0
total energy: -345.65970 Eh
F_max: 3.748 eV/Å


[5]
One molecule with the formula C5H8O2 at a distorted geometry, computed with ωB97M-V with the def2-TZVPD basis set.

The geometry in XYZ format:
```
15
C5H8O2 | OMol25 | ωB97M-V with the def2-TZVPD basis set
C 1.009 0.385 0.948
C 0.835 -0.974 0.415
O -0.395 -1.537 0.497
C -1.483 -0.732 0.335
C -0.853 0.193 -1.408
O -0.045 1.276 -1.170
C 0.894 1.277 -0.232
H 0.363 0.643 1.807
H 2.049 0.474 1.276
H 1.611 -1.722 0.317
H -1.533 0.149 0.973
H -2.360 -1.391 0.491
H -0.235 -0.692 -1.543
H -1.403 0.480 -2.321
H 1.519 2.169 -0.316
```

Summary:
E_HOMO (alpha / beta): -0.2591 / -0.2506 Eh
energy above the lowest of the compared OMol25 structures with the same formula, charge and spin: 632.1 kJ/mol
charge: 0
total energy: -345.56419 Eh
F_max: 1.894 eV/Å


[6]
One molecule with the formula C5H8O2, computed with ωB97M-V with the def2-TZVPD basis set.

The geometry in XYZ format:
```
15
C5H8O2 | OMol25 | ωB97M-V with the def2-TZVPD basis set
O 2.253 0.454 0.674
C 1.590 -0.523 -0.123
C 0.131 -0.275 0.214
C -0.562 0.997 -0.306
C -1.937 0.316 -0.123
C -1.189 -1.025 -0.034
O -1.539 -2.173 -0.049
H 3.203 0.301 0.658
H 1.907 -1.541 0.145
H 1.807 -0.363 -1.191
H 0.119 -0.230 1.312
H -0.353 1.900 0.265
H -0.341 1.186 -1.362
H -2.683 0.408 -0.916
H -2.405 0.570 0.836
```

Summary:
E_HOMO: -0.3506 Eh
energy above the lowest of the compared OMol25 structures with the same formula, charge and spin: 136.3 kJ/mol
charge: 0
total energy: -345.75304 Eh
SMILES: O=C1CC[C@@H]1CO
F_max: 0.615 eV/Å


[7]
One molecule with the formula C5H8O2, computed with ωB97M-V with the def2-TZVPD basis set.

The geometry in XYZ format:
```
15
C5H8O2 | OMol25 | ωB97M-V with the def2-TZVPD basis set
C -0.888 1.392 0.780
C -0.713 0.045 0.107
C -0.346 -0.333 -1.339
O 1.042 -0.103 -1.602
C 0.676 -1.272 -0.860
C 0.557 -0.727 0.577
O 1.658 0.057 0.939
H -1.875 1.841 0.637
H -0.109 2.110 0.517
H -0.772 1.181 1.852
H -1.580 -0.590 0.331
H -0.980 -0.412 -2.217
H 1.008 -2.233 -1.240
H 0.345 -1.390 1.416
H 1.978 0.433 0.101
```

Summary:
E_HOMO: -0.3585 Eh
energy above the lowest of the compared OMol25 structures with the same formula, charge and spin: 244.0 kJ/mol
charge: 0
total energy: -345.71203 Eh
SMILES: C[C@@H]1[C@H](O)[C@@H]2O[C@H]12
F_max: 0.397 eV/Å


[8]
A 2-piece molecular cluster, C5H8O2 overall, computed with ωB97M-V with the def2-TZVPD basis set.

The geometry in XYZ format:
```
15
C5H8O2 | OMol25 | ωB97M-V with the def2-TZVPD basis set
C -0.533 -0.096 1.833
C -0.088 0.571 0.540
O -0.208 1.969 0.699
C 2.042 -1.062 -0.747
O 1.745 -0.547 -1.910
C -0.864 0.106 -0.635
C -1.451 -0.231 -1.636
H 0.176 0.158 2.624
H -0.561 -1.183 1.715
H -1.526 0.263 2.117
H 0.178 2.381 -0.085
H 1.157 -1.687 -0.433
H 0.974 0.316 0.380
H 0.829 -0.735 -2.213
H -2.037 -0.503 -2.488
```

Summary:
E_HOMO: -0.3261 Eh
energy above the lowest of the compared OMol25 structures with the same formula, charge and spin: 531.1 kJ/mol
charge: 0
total energy: -345.60267 Eh
F_max: 0.529 eV/Å


[9]
One molecule with the formula C5H8O2, computed with ωB97M-V with the def2-TZVPD basis set.

The geometry in XYZ format:
```
15
C5H8O2 | OMol25 | ωB97M-V with the def2-TZVPD basis set
C 0.180 2.223 0.616
C -0.213 0.762 0.811
C 0.274 -0.133 -0.328
C 0.007 -1.591 -0.068
O 0.038 -2.111 1.026
C -0.326 -2.491 -1.267
O -0.409 -2.083 -2.398
H 1.269 2.337 0.557
H -0.174 2.835 1.452
H -0.248 2.633 -0.306
H -1.304 0.678 0.886
H 0.194 0.374 1.751
H -0.161 0.143 -1.293
H 1.363 -0.024 -0.450
H -0.491 -3.551 -0.988
```

Summary:
E_HOMO: -0.3614 Eh
energy above the lowest of the compared OMol25 structures with the same formula, charge and spin: 76.9 kJ/mol
charge: 0
total energy: -345.77566 Eh
SMILES: CCCC(=O)C=O
F_max: 0.580 eV/Å


[10]
A 2-piece molecular cluster, C5H8O2 overall at a distorted geometry, computed with ωB97M-V with the def2-TZVPD basis set.

The geometry in XYZ format:
```
15
C5H8O2 | OMol25 | ωB97M-V with the def2-TZVPD basis set
O 0.477 1.012 -2.917
C 1.256 1.098 -1.746
C 0.490 0.838 -0.475
O 0.258 -0.588 -0.220
C -0.442 -0.723 0.896
C -0.580 -1.878 1.647
C -0.705 -3.106 1.783
H 0.108 0.124 -3.018
H 1.601 2.139 -1.689
H 2.156 0.472 -1.764
H -0.454 1.394 -0.516
H 1.048 1.193 0.390
H -1.038 0.122 1.151
H -0.330 -0.356 3.286
H -0.736 -3.670 2.703
```

Summary:
E_HOMO (alpha / beta): -0.3429 / -0.2846 Eh
energy above the lowest of the compared OMol25 structures with the same formula, charge and spin: 730.6 kJ/mol
charge: 0
total energy: -345.52669 Eh
F_max: 2.294 eV/Å


[11]
One molecule with the formula C5H8O2, computed with ωB97M-V with the def2-TZVPD basis set.

The geometry in XYZ format:
```
15
C5H8O2 | OMol25 | ωB97M-V with the def2-TZVPD basis set
C -1.084 1.303 -0.292
C 0.007 0.320 0.089
C -0.189 -0.546 1.335
O 1.146 -0.128 1.750
C 1.291 0.799 0.802
C 0.515 -0.483 -1.134
O 0.855 -1.822 -0.859
H -1.305 2.011 0.514
H -0.812 1.883 -1.181
H -2.006 0.754 -0.522
H -0.264 -1.627 1.205
H -0.918 -0.175 2.061
H 1.381 0.063 -1.558
H -0.264 -0.517 -1.907
H 1.647 -1.834 -0.303
```

Summary:
E_HOMO: -0.3215 Eh
energy above the lowest of the compared OMol25 structures with the same formula, charge and spin: 374.6 kJ/mol
charge: 0
total energy: -345.66230 Eh
F_max: 0.514 eV/Å


[12]
One molecule with the formula C5H8O2, computed with ωB97M-V with the def2-TZVPD basis set.

The geometry in XYZ format:
```
15
C5H8O2 | OMol25 | ωB97M-V with the def2-TZVPD basis set
C 0.455 -0.522 1.288
C -0.131 0.174 0.079
C 0.615 1.251 -0.645
C -0.639 1.577 0.129
O -0.984 -0.667 -0.702
C -0.474 -1.825 -1.138
O 0.677 -2.170 -1.078
H 1.449 -0.922 1.076
H -0.189 -1.361 1.569
H 0.509 0.156 2.144
H 1.572 1.556 -0.228
H 0.562 1.278 -1.729
H -0.555 2.121 1.066
H -1.533 1.792 -0.449
H -1.292 -2.439 -1.544
```

Summary:
E_HOMO: -0.3765 Eh
energy above the lowest of the compared OMol25 structures with the same formula, charge and spin: 98.8 kJ/mol
charge: 0
total energy: -345.76731 Eh
SMILES: CC1(OC=O)CC1
F_max: 0.516 eV/Å